(1)
{"formula": "C11H36BMgO11S3", "method": "ωB97M-V/def2-TZVPD", "homo_energy_ev": [-16.091, -16.087], "e_tot_ha": -2687.092881, "multiplicity": 2, "s2": 0.753, "e_lumo_ev": [-5.3, -12.4], "fmax_ha_per_bohr": 0.1055, "total_charge": 2, "symbols": ["Mg", "B", "H", "H", "H", "H", "O", "S", "O", "O", "C", "C", "C", "H", "H", "H", "H", "H", "H", "H", "H", "O", "S", "O", "O", "C", "C", "C", "H", "H", "H", "H", "H", "H", "H", "H", "O", "S", "O", "O", "C", "C", "C", "H", "H", "H", "H", "H", "H", "H", "H", "C", "O", "H", "H", "H", "H", "C", "O", "H", "H", "H", "H"], "xyz": [[0.912340, -1.399150, -0.585168], [2.887320, -1.243317, -1.153432], [2.207814, -0.586240, -1.673787], [2.904494, -1.015206, -0.098966], [2.520682, -2.252953, -1.255759], [3.877200, -1.109214, -1.561336], [0.296482, 2.100098, 2.395793], [1.321407, 1.527077, 1.508073], [1.050974, 0.342150, 0.711824], [1.870160, 2.731454, 0.414701], [1.759140, 4.021704, 0.907611], [2.677703, 4.992638, 0.170088], [2.900979, 1.316993, 2.463259], [1.961673, 4.031480, 1.978583], [0.725162, 4.313357, 0.723413], [2.604872, 5.969542, 0.648032], [2.372457, 5.034548, -0.875458], [3.674389, 4.552779, 0.205350], [3.712455, 1.340739, 1.735911], [2.760072, 0.370986, 2.986050], [2.931371, 2.101151, 3.219754], [-1.027342, -1.245752, 0.095137], [-2.418627, -0.981700, 0.565932], [-3.261766, -0.115135, -0.220252], [-3.110377, -2.474149, 0.557298], [-2.656511, -3.522940, 1.391686], [-3.482081, -4.718568, 0.841649], [-2.499203, -0.597613, 2.345381], [-2.966500, -3.286605, 2.409598], [-1.586832, -3.727198, 1.438331], [-3.641061, -5.381853, 1.691873], [-3.006098, -5.271044, 0.031523], [-4.511638, -4.496236, 0.561160], [-1.984095, 0.340103, 2.553841], [-2.038095, -1.365680, 2.966314], [-3.528682, -0.538078, 2.698553], [0.050336, 0.114735, -1.724272], [-0.441184, 1.441797, -2.189001], [-1.484742, 1.577632, -3.224156], [-0.994028, 2.305330, -0.852648], [-1.471804, 3.622471, -0.989761], [-2.935958, 3.676052, -1.491244], [0.972024, 2.526013, -2.767965], [-0.847310, 4.159658, -1.703584], [-1.339329, 4.114903, -0.026403], [-3.465024, 2.811733, -1.089831], [-2.960752, 3.640958, -2.580395], [-3.393505, 4.616489, -1.184117], [1.387761, 2.874888, -1.822695], [0.622607, 3.346894, -3.394177], [1.673839, 1.878049, -3.293044], [2.025672, -3.816714, 1.032075], [1.357804, -2.548092, 0.964605], [1.515921, -4.481789, 1.729159], [1.831120, -4.284997, 0.067210], [3.099753, -3.770301, 1.211793], [1.270007, -2.318841, 1.892689], [-0.714746, -3.689584, -1.699282], [0.442099, -2.877999, -1.870998], [-0.811546, -4.348391, -2.562253], [-0.647154, -4.251086, -0.767487], [-1.622922, -3.088099, -1.660150], [0.670829, -2.989876, -2.796624]], "forces_ev_per_angstrom": [[-3.605, 0.813, 0.521], [0.801, 0.237, -2.467], [-1.578, 2.088, -3.341], [1.997, -0.205, 5.041], [-2.213, -3.736, 0.724], [4.220, 2.208, -0.703], [1.732, -1.685, -2.111], [0.804, 3.693, 1.121], [0.574, 0.294, 0.344], [-0.454, -4.500, 0.617], [-0.881, 2.441, 0.605], [-0.209, -1.321, 0.027], [-1.626, -0.219, -0.510], [-0.025, 0.191, 0.062], [-0.067, 0.286, 0.472], [0.214, -0.090, -0.159], [0.054, 0.292, -0.002], [0.254, 0.529, 0.037], [-0.040, -0.100, 0.255], [0.320, -0.088, -0.123], [0.059, 0.136, -0.319], [-2.061, 0.294, 1.555], [-0.390, -1.786, -0.515], [1.386, -1.114, 1.165], [0.886, 3.107, -0.925], [-1.682, -1.343, 0.106], [0.331, -0.463, 1.295], [0.473, 0.179, -0.074], [-0.101, -0.170, 0.083], [0.188, 0.305, -0.615], [0.334, -0.448, -0.101], [0.092, 0.172, 0.073], [0.271, 0.687, -0.169], [-0.045, 0.096, -0.320], [0.276, -0.184, -0.476], [-0.167, 0.127, -0.645], [-0.853, 2.680, -1.218], [-1.922, 2.635, -1.516], [2.267, -1.313, 2.304], [1.873, -3.589, -0.644], [-1.183, 1.416, -1.368], [0.825, -0.035, 0.166], [-0.486, -1.161, 1.142], [0.180, 0.160, 0.015], [-0.083, -0.371, 0.122], [-0.200, 0.202, 0.026], [-0.049, -0.149, 0.110], [-0.068, -0.140, 0.136], [0.259, 0.063, -0.242], [-0.297, -0.355, 0.088], [-0.112, 0.063, -0.013], [-0.368, -1.355, -1.256], [0.432, -0.449, 1.350], [0.175, 0.272, 0.362], [0.384, -0.007, -0.094], [-0.140, 0.322, 0.137], [-0.417, 0.733, 0.035], [-1.337, -0.589, -0.008], [0.154, -0.046, -0.194], [0.079, -0.218, 0.276], [0.174, -0.082, -0.144], [0.151, 0.166, 0.015], [0.442, 0.423, -0.120]], "lowdin_spin": [0.02, 0.41, 0.05, 0.15, 0.10, 0.13, 0.01, 0.00, 0.06, 0.00, 0.00, 0.00, 0.00, 0.00, 0.00, 0.00, 0.00, 0.00, 0.00, 0.00, 0.00, 0.00, 0.00, 0.00, 0.00, 0.00, 0.00, 0.00, 0.00, 0.00, 0.00, 0.00, 0.00, 0.00, 0.00, 0.00, 0.02, 0.00, 0.00, 0.00, 0.00, 0.00, 0.00, 0.00, 0.00, 0.00, 0.00, 0.00, 0.00, 0.00, 0.00, 0.00, 0.02, 0.00, 0.00, 0.00, 0.00, 0.00, 0.02, 0.00, 0.00, 0.00, 0.00]}

(2)
{"formula": "C11H36N4O7", "method": "ωB97M-V/def2-TZVPD", "homo_energy_ev": -8.749, "e_tot_ha": -1186.286623, "de_lowest_ev": 5.560, "e_lumo_ev": 0.4, "fmax_ha_per_bohr": 0.1750, "symbols": ["C", "C", "O", "H", "H", "H", "H", "H", "H", "C", "C", "O", "H", "H", "H", "H", "H", "H", "C", "C", "O", "H", "H", "H", "H", "H", "H", "C", "C", "O", "H", "H", "H", "H", "H", "H", "C", "O", "N", "N", "H", "H", "H", "H", "C", "O", "N", "N", "H", "H", "H", "H", "C", "O", "H", "H", "H", "H"], "xyz": [[3.535121, -2.024948, 0.467810], [3.801121, -1.196948, -0.809190], [2.796121, -0.250948, -1.155190], [2.779121, -2.816948, 0.238810], [3.135121, -1.237948, 1.124810], [4.475121, -2.615948, 0.636810], [3.897121, -1.928948, -1.550190], [4.713121, -0.651948, -0.837190], [1.885121, -0.622948, -1.355190], [-0.351879, 1.178052, -1.323190], [-1.307879, 2.206052, -1.888190], [-1.684879, 1.817052, -3.186190], [0.384121, 1.728052, -0.790190], [0.131121, 0.473052, -1.968190], [-0.884879, 0.617052, -0.610190], [-0.800879, 3.179052, -1.811190], [-2.320879, 2.090052, -1.394190], [-1.911879, 2.696052, -3.596190], [-1.001879, 1.703052, 3.880810], [-0.316879, 2.766052, 3.015810], [-0.324879, 2.349052, 1.653810], [-0.434879, 0.805052, 3.899810], [-2.043879, 1.486052, 3.489810], [-1.183879, 2.246052, 4.858810], [0.729121, 2.969052, 3.253810], [-0.908879, 3.721052, 3.150810], [-1.174879, 2.712052, 1.317810], [-4.065879, -1.210948, -1.716190], [-3.545879, -1.547948, -0.294190], [-3.497879, -0.463948, 0.606810], [-5.123879, -1.092948, -1.893190], [-3.767879, -2.039948, -2.294190], [-3.739879, -0.324948, -2.162190], [-2.480879, -1.690948, -0.303190], [-4.121879, -2.405948, 0.207810], [-2.702879, -0.575948, 1.167810], [3.278121, 1.724052, 1.917810], [3.158121, 2.581052, 2.984810], [4.332121, 1.259052, 1.427810], [2.282121, 1.301052, 1.185810], [5.175121, 1.598052, 1.831810], [4.419121, 0.662052, 0.604810], [1.349121, 1.575052, 1.402810], [2.441121, 0.632052, 0.380810], [-0.719879, -2.143948, -2.549190], [0.563121, -1.991948, -2.149190], [-1.276879, -1.327948, -3.349190], [-1.427879, -3.082948, -2.123190], [-0.720879, -0.571948, -3.809190], [-2.272879, -1.300948, -3.563190], [-1.039879, -3.413948, -1.259190], [-2.313879, -3.358948, -2.506190], [0.258121, -1.305948, 1.142810], [-0.839879, -0.742948, 1.720810], [0.665121, -0.525948, 0.491810], [-0.197879, -2.046948, 0.407810], [0.951121, -1.744948, 1.906810], [-0.623879, 0.186052, 1.867810]], "forces_ev_per_angstrom": [[0.024, 0.207, -1.447], [-1.482, -1.010, 0.136], [-1.162, 0.040, 0.132], [0.237, 0.933, 0.233], [0.567, -1.145, 1.007], [-0.747, 1.012, 0.806], [0.170, -0.910, -1.750], [0.902, 0.554, 0.446], [1.509, -0.350, 0.021], [-0.233, 0.679, 0.410], [-1.063, -1.485, 0.830], [0.078, 2.201, -2.338], [0.971, 0.206, 0.551], [0.074, 0.016, -0.862], [-0.595, -1.006, 0.998], [-0.753, 0.033, -0.303], [1.377, 1.036, 0.662], [0.083, -1.677, -0.009], [-1.546, 2.270, 0.319], [-0.846, 0.594, 0.729], [-1.539, 0.701, -0.722], [0.433, -0.755, 0.602], [1.155, 0.182, 0.222], [0.472, -1.309, -0.608], [-0.064, -0.201, 0.339], [0.752, -0.777, -0.368], [0.925, -0.713, -0.184], [-0.811, -0.639, 1.712], [-0.308, 0.303, 0.800], [-0.932, 1.268, 0.756], [-0.712, -0.453, 0.782], [0.198, -0.945, -1.024], [1.476, 1.494, -0.278], [0.395, -1.591, -1.049], [0.802, 0.861, -1.075], [-0.430, 0.018, -0.421], [-4.617, 5.272, 5.476], [0.774, -3.909, -4.645], [7.368, -1.669, -1.156], [-2.926, -1.355, -1.474], [0.704, -0.034, 0.150], [-0.362, 0.624, 0.651], [-0.352, 0.229, -0.023], [-0.329, 1.348, 1.074], [8.474, 2.833, 1.090], [-4.363, -0.371, -1.138], [-0.938, 4.604, -4.456], [-2.050, -4.790, 2.752], [-0.757, -1.139, 0.864], [0.661, -0.170, 0.335], [-0.478, -1.036, 0.089], [0.084, -0.019, 0.336], [0.237, -1.518, -2.002], [-2.010, 1.351, 1.627], [0.859, -0.617, 0.196], [1.304, 0.233, 0.996], [-0.338, 0.293, -0.983], [-0.321, 0.194, 0.185]], "lowdin_charge": [-0.07, -0.31, -0.12, 0.09, 0.05, 0.10, 0.09, 0.10, 0.07, -0.08, -0.31, -0.11, 0.06, 0.05, 0.04, 0.12, 0.13, 0.11, -0.08, -0.29, -0.14, 0.05, 0.10, 0.10, 0.10, 0.13, 0.12, -0.06, -0.28, -0.11, 0.08, 0.02, 0.04, 0.07, 0.14, 0.05, -0.64, -0.13, 0.18, 0.17, 0.12, 0.10, 0.05, 0.08, -0.70, -0.10, 0.20, 0.19, 0.15, 0.11, 0.13, 0.12, -0.17, -0.14, 0.04, 0.09, 0.11, 0.04]}